The following is a quantum chemistry calculation of a molecular structure, C27H30AsMnN5S4Se, from the OMol25 dataset.

```
! RIJCOSX wB97M-V def2-TZVPD def2/J DEFGRID3
* xyz -2 2
Mn -0.297 -0.592 0.650
S 0.041 -5.087 1.527
As 0.925 -3.541 0.373
S 1.392 -1.767 1.656
S -0.590 -2.389 -0.757
S 2.610 -4.012 -0.860
N 0.607 3.070 -1.020
C 1.605 3.066 -1.949
C 1.978 4.182 -2.672
C 2.987 4.102 -3.650
C 3.639 2.929 -3.909
C 3.294 1.766 -3.175
C 3.940 0.516 -3.349
C 3.565 -0.550 -2.590
C 2.529 -0.389 -1.640
N 1.904 0.748 -1.457
C 2.272 1.819 -2.209
H 0.531 2.254 -0.434
H 0.298 3.944 -0.634
H 1.482 5.127 -2.482
H 3.247 4.998 -4.204
H 4.419 2.870 -4.659
H 4.729 0.433 -4.090
H 4.012 -1.531 -2.684
H 2.212 -1.242 -1.049
Se -1.438 1.954 2.280
N 0.049 1.121 1.712
C 1.096 1.895 1.940
C 2.448 1.556 1.618
C 3.412 2.471 1.878
C 3.109 3.746 2.464
C 1.845 4.097 2.796
C 0.779 3.172 2.540
N -0.491 3.392 2.800
H 2.640 0.579 1.192
H 4.446 2.248 1.644
H 3.928 4.433 2.643
H 1.605 5.053 3.243
C -1.534 1.866 -3.062
C -2.476 1.403 -1.985
C -3.857 1.591 -2.114
C -4.714 1.124 -1.131
C -6.206 1.282 -1.285
C -4.216 0.472 -0.007
C -2.834 0.265 0.169
C -1.996 0.769 -0.860
N -2.191 -0.314 1.231
C -2.929 -1.157 2.189
C -1.919 -1.807 3.134
C -3.644 -2.308 1.458
C -3.921 -0.341 3.052
H -1.948 1.662 -4.052
H -0.569 1.364 -2.981
H -1.346 2.940 -2.989
H -4.256 2.084 -2.996
H -6.448 1.937 -2.124
H -6.657 1.705 -0.384
H -6.687 0.316 -1.464
H -4.923 0.095 0.718
H -0.907 0.618 -0.841
H -1.291 -2.535 2.622
H -2.465 -2.319 3.934
H -1.263 -1.059 3.588
H -2.905 -2.879 0.893
H -4.416 -1.963 0.770
H -4.110 -2.972 2.192
H -3.437 0.014 3.965
H -4.764 -0.969 3.354
H -4.326 0.532 2.538
*
```

Summary:
⟨S²⟩: 0.795
E_tot (Eh): -8701.73356
E_HOMO (spin up / spin down) (eV): -1.3 / -1.4
Relative energy (zero: lowest compared OMol25 entry of this formula, charge and spin) (kcal/mol): 0.0

***

The following is a quantum chemistry calculation of a molecular structure, C27H30ClI2N5O5STi, from the OMol25 dataset.

```
! RIJCOSX wB97M-V def2-TZVPD def2/J DEFGRID3
* xyz 0 3
Ti 0.226 -0.039 0.683
Cl -1.968 -3.792 6.167
C -1.481 -2.510 5.093
C -1.578 -1.209 5.505
C -1.177 -0.151 4.676
I -1.290 1.813 5.339
C -0.669 -0.385 3.405
O -0.251 0.512 2.570
C -0.630 -1.753 2.973
N -0.191 -1.917 1.688
C -0.033 -3.155 1.241
C -0.339 -4.284 2.012
C -0.834 -4.132 3.279
C -0.993 -2.829 3.805
H -1.963 -0.996 6.493
H 0.335 -3.259 0.227
H -0.194 -5.268 1.587
H -1.099 -4.988 3.883
C 3.205 -1.029 -1.282
C 3.426 -0.349 0.046
O 2.365 -0.716 0.940
C 2.781 -0.784 2.319
C 3.339 -2.150 2.651
H 4.042 -0.821 -1.949
H 2.299 -0.660 -1.761
H 3.125 -2.109 -1.151
H 3.434 0.739 -0.058
H 4.373 -0.669 0.487
H 1.903 -0.561 2.921
H 3.511 0.010 2.500
H 2.578 -2.915 2.499
H 3.653 -2.178 3.696
H 4.205 -2.392 2.032
I -3.618 -3.705 -2.770
C -2.068 -2.428 -2.323
C -1.095 -1.957 -3.176
N -0.287 -1.166 -2.457
N -0.685 -1.088 -1.175
C -1.769 -1.853 -1.084
H -0.937 -2.117 -4.229
H 0.413 -0.497 -2.857
H -2.287 -1.961 -0.145
C -1.205 1.775 -3.567
C 0.271 1.890 -3.726
N 1.145 0.911 -3.606
C 2.387 1.477 -3.796
C 2.256 2.808 -4.029
N 0.903 3.049 -4.001
H -1.461 1.574 -2.526
H -1.596 0.970 -4.188
H -1.694 2.704 -3.858
H 3.291 0.894 -3.757
H 2.977 3.584 -4.210
H 0.461 3.951 -3.993
C -0.441 6.049 4.880
C -0.347 5.206 3.638
C 0.780 4.440 3.373
C 0.852 3.639 2.242
C -0.212 3.616 1.360
C -1.348 4.378 1.599
C -1.410 5.163 2.735
S -0.166 2.617 -0.093
O -1.246 1.620 0.014
O -0.268 3.500 -1.223
O 1.107 1.838 -0.020
H 0.455 5.951 5.491
H -1.299 5.753 5.486
H -0.568 7.104 4.630
H 1.608 4.452 4.071
H 1.723 3.029 2.048
H -2.177 4.346 0.904
H -2.301 5.750 2.930
*
```

Summary:
⟨S²⟩: 2.019
E_tot (Eh): -4000.23136
E_HOMO (spin up / spin down) (eV): -5.8 / -7.4
Relative energy (zero: lowest compared OMol25 entry of this formula, charge and spin) (kcal/mol): 5.5

***

The following is a quantum chemistry calculation of a molecular structure, C27H30ClIN8O4RuS2, from the OMol25 dataset.

```
! RIJCOSX wB97M-V def2-TZVPD def2/J DEFGRID3
* xyz 1 2
Ru 0.182 0.001 0.104
N 4.006 4.773 2.958
C 3.786 3.431 2.723
C 3.108 2.734 3.840
C 2.703 1.475 3.883
C 2.841 0.429 2.789
C 3.918 1.401 1.226
C 4.162 2.833 1.593
S 1.766 -1.022 3.325
O 1.540 -0.892 4.733
O 2.342 -2.267 2.883
N 0.505 -0.667 2.383
C -0.756 -1.138 2.647
N -1.478 -1.136 1.528
C -2.770 -1.466 1.621
C -3.341 -1.851 2.804
C -2.491 -1.869 3.908
N -1.211 -1.515 3.846
H 3.723 5.200 3.816
H 4.478 5.340 2.280
H 2.946 3.331 4.735
H 2.239 1.117 4.790
H 4.259 1.216 0.214
H 4.664 3.436 0.840
H -3.354 -1.415 0.709
H -4.384 -2.127 2.873
H -2.853 -2.155 4.892
Cl 2.868 2.102 -6.782
C 2.079 1.802 -5.302
C 0.929 2.506 -5.017
C 0.261 2.306 -3.824
I -1.375 3.499 -3.443
C 0.701 1.328 -2.842
O 0.053 1.149 -1.765
C 1.940 0.587 -3.184
N 2.373 -0.316 -2.300
C 3.529 -0.913 -2.534
C 4.319 -0.662 -3.660
C 3.857 0.216 -4.598
C 2.629 0.861 -4.378
H 0.561 3.231 -5.730
H 3.864 -1.640 -1.801
H 5.271 -1.164 -3.773
H 4.427 0.435 -5.492
C -1.442 2.563 0.686
C -2.543 1.796 -0.011
O -2.102 0.466 -0.355
C -2.723 -0.082 -1.535
C -2.110 -1.410 -1.926
H -1.852 3.378 1.281
H -0.737 2.974 -0.029
H -0.912 1.905 1.373
H -2.861 2.305 -0.914
H -3.404 1.703 0.651
H -2.614 0.629 -2.353
H -3.787 -0.207 -1.327
H -1.033 -1.354 -1.869
H -2.376 -1.659 -2.954
H -2.436 -2.221 -1.274
C 6.832 0.558 2.319
C 5.537 0.398 3.118
C 4.319 0.277 2.231
N 2.468 0.966 1.425
N 2.154 -0.111 0.548
C 2.899 -1.198 0.505
N 2.526 -2.290 -0.184
S 4.498 -1.241 1.202
H 7.681 0.667 2.994
H 6.787 1.447 1.684
H 7.029 -0.307 1.681
H 5.399 1.259 3.770
H 5.594 -0.495 3.749
H 1.573 -2.332 -0.479
H 2.960 -3.164 0.068
*
```

Summary:
⟨S²⟩: 1.165
E_tot (Eh): -3434.61310
E_HOMO (spin up / spin down) (eV): -9.8 / -9.9
Relative energy (zero: lowest compared OMol25 entry of this formula, charge and spin) (kcal/mol): 124.4

***

The following is a quantum chemistry calculation of a molecular structure, C27H30F3GeNO8P2Pd, from the OMol25 dataset.

```
! RIJCOSX wB97M-V def2-TZVPD def2/J DEFGRID3
* xyz 1 4
Pd 0.411 0.189 1.060
C -1.426 -3.864 1.646
C -0.122 -3.180 2.047
O 0.718 -4.020 2.843
P 0.902 -2.817 0.585
O 2.328 -2.443 1.137
O 1.169 -4.155 -0.201
O 0.331 -1.715 -0.253
P -0.419 -1.580 2.920
O -1.139 -2.066 4.261
O 0.901 -0.944 3.202
O -1.349 -0.719 2.068
H -1.214 -4.820 1.166
H -2.009 -3.229 0.979
H -2.021 -4.073 2.536
H 0.353 -4.076 3.736
H 2.459 -2.738 2.054
H 0.484 -4.447 -0.816
H -2.098 -1.953 4.265
C 2.750 0.786 -2.562
O 1.881 0.400 -1.492
H 3.133 -0.091 -3.087
H 3.589 1.311 -2.104
H 1.669 2.557 -2.919
H 1.335 -0.358 -1.740
F -2.228 4.838 5.770
C -1.502 3.728 5.960
F -0.499 4.025 6.789
F -2.287 2.824 6.560
C -0.997 3.197 4.636
C -1.916 2.757 3.696
C -1.443 2.278 2.494
N -0.130 2.248 2.211
C 0.751 2.677 3.121
C 0.356 3.154 4.354
H -2.979 2.778 3.896
H -2.108 1.898 1.730
H 1.796 2.634 2.843
H 1.090 3.484 5.073
C -3.056 5.133 -1.599
C -2.235 5.486 -0.533
C -1.216 4.634 -0.133
C -1.027 3.416 -0.790
C -1.860 3.063 -1.850
C -2.866 3.927 -2.259
Ge 0.384 2.224 -0.206
C 2.067 3.174 -0.005
C 2.234 4.497 -0.409
C 3.461 5.129 -0.243
C 4.522 4.443 0.330
C 4.370 3.121 0.731
C 3.150 2.486 0.555
C 2.031 1.723 -3.550
C 0.858 1.052 -4.196
C 0.736 0.945 -5.543
C 1.710 1.481 -6.416
C 2.839 2.144 -5.878
C 3.008 2.273 -4.539
H -3.847 5.802 -1.914
H -2.386 6.427 -0.020
H -0.572 4.922 0.690
H -1.725 2.117 -2.361
H -3.505 3.655 -3.090
H 1.409 5.034 -0.862
H 3.588 6.155 -0.561
H 5.477 4.937 0.458
H 5.204 2.586 1.168
H 3.044 1.444 0.838
H 0.090 0.634 -3.552
H -0.127 0.440 -5.960
H 1.594 1.385 -7.486
H 3.580 2.558 -6.550
H 3.880 2.785 -4.146
*
```

Summary:
⟨S²⟩: 3.798
E_tot (Eh): -4890.57517
E_HOMO (spin up / spin down) (eV): -9.2 / -11.7

***

The following is a quantum chemistry calculation of C27H30N4O5 in the gas phase, from the OMol25 dataset.

```
! RIJCOSX wB97M-V def2-TZVPD def2/J DEFGRID3
* xyz 0 1
C -0.845 3.791 5.217
C -0.840 2.710 4.148
O -0.643 3.346 2.898
C -0.506 2.588 1.788
C -0.621 1.201 1.752
C -0.439 0.524 0.560
C -0.145 1.214 -0.605
N 0.042 0.499 -1.823
C 1.251 0.189 -2.325
O 1.386 -0.523 -3.312
C 2.466 0.719 -1.571
N 2.532 0.165 -0.242
C 2.569 0.945 0.868
O 2.687 2.154 0.833
C 2.443 0.192 2.124
C 2.485 0.637 3.420
C 2.238 -0.492 4.231
C 2.063 -1.537 3.376
O 2.185 -1.139 2.102
C -1.160 -0.010 -2.503
C -1.520 -1.377 -1.875
O -2.495 -1.587 -1.186
N -0.586 -2.297 -2.168
C -0.547 -3.613 -1.565
C 0.417 -3.637 -0.355
C 1.661 -4.418 -0.807
C 1.548 -4.498 -2.329
C 0.043 -4.618 -2.555
C -2.259 1.016 -2.473
C -3.057 1.233 -1.357
C -4.022 2.228 -1.420
N -4.222 2.992 -2.479
C -3.464 2.782 -3.541
C -2.476 1.812 -3.593
C -0.062 2.601 -0.580
C -0.239 3.280 0.604
H -0.994 3.344 6.196
H -1.644 4.501 5.023
H 0.101 4.325 5.207
H -1.798 2.171 4.149
H -0.031 1.992 4.336
H -0.845 0.636 2.642
H -0.533 -0.552 0.541
H 3.354 0.442 -2.150
H 2.428 1.805 -1.457
H 2.451 -0.834 -0.137
H 2.674 1.644 3.729
H 2.197 -0.523 5.301
H 1.855 -2.576 3.545
H -0.860 -0.190 -3.544
H 0.201 -2.032 -2.748
H -1.572 -3.850 -1.271
H -0.055 -4.109 0.506
H 0.671 -2.615 -0.069
H 2.586 -3.940 -0.486
H 1.641 -5.424 -0.387
H 1.925 -3.582 -2.789
H 2.102 -5.339 -2.742
H -0.293 -5.624 -2.300
H -0.255 -4.400 -3.579
H -2.949 0.634 -0.470
H -4.666 2.426 -0.574
H -3.660 3.424 -4.390
H -1.884 1.682 -4.486
H 0.147 3.142 -1.491
H -0.161 4.353 0.645
*
```

Summary:
SMILES: CCOc1ccc(N(C(=O)CNC(=O)c2ccco2)[C@@H](C(=O)NC2CCCC2)c2ccncc2)cc1
E_tot (Eh): -1642.13823
E_HOMO (eV): -8.5
Relative energy (zero: lowest compared OMol25 entry of this formula, charge and spin) (kcal/mol): 54.5

***

The following is a quantum chemistry calculation of a molecular structure, C27H31B2F4N10O5S6Y, from the OMol25 dataset.

```
! RIJCOSX wB97M-V def2-TZVPD def2/J DEFGRID3
* xyz 0 1
Y 0.361 -0.219 0.006
C -1.277 0.773 4.351
C -0.576 0.231 3.154
N -1.130 0.011 2.023
O -2.453 0.341 1.921
B -3.287 -0.697 1.202
F -4.540 -0.142 1.120
F -3.228 -1.881 1.937
O -2.830 -0.960 -0.200
N -1.605 -1.589 -0.240
C -1.589 -2.865 -0.250
C -2.786 -3.739 -0.363
C -0.232 -3.480 -0.086
N 0.648 -2.666 0.354
O 1.871 -3.162 0.659
B 2.795 -2.049 1.001
F 4.068 -2.515 1.011
F 2.561 -1.049 -0.029
O 2.515 -1.360 2.280
N 1.334 -0.702 2.194
C 0.842 -0.228 3.271
C 1.539 -0.229 4.588
C 0.003 -4.929 -0.339
H -2.340 0.870 4.159
H -0.862 1.753 4.599
H -1.121 0.118 5.208
H -3.684 -3.139 -0.455
H -2.871 -4.376 0.519
H -2.674 -4.386 -1.236
H 2.585 -0.484 4.452
H 1.086 -0.957 5.266
H 1.455 0.754 5.052
H -0.444 -5.215 -1.292
H -0.453 -5.538 0.444
H 1.070 -5.130 -0.360
S 1.807 1.875 -0.857
C 2.719 0.988 -2.069
N 3.865 1.425 -2.456
N 4.579 0.749 -3.399
C 4.822 -0.659 -3.348
C 5.045 -1.332 -4.541
C 5.336 -2.690 -4.527
C 5.384 -3.384 -3.327
C 5.155 -2.706 -2.134
C 4.887 -1.347 -2.139
N 2.203 -0.146 -2.753
N 1.162 -0.654 -2.310
C 0.710 -1.788 -3.063
C 1.615 -2.743 -3.509
C 1.137 -3.861 -4.173
C -0.225 -4.013 -4.401
C -1.118 -3.043 -3.963
C -0.654 -1.929 -3.281
H 5.416 1.276 -3.596
H 4.970 -0.789 -5.474
H 5.511 -3.207 -5.462
H 5.601 -4.444 -3.318
H 5.192 -3.229 -1.187
H 4.716 -0.824 -1.208
H 2.671 -2.610 -3.315
H 1.835 -4.615 -4.514
H -0.591 -4.885 -4.928
H -2.178 -3.148 -4.159
H -1.337 -1.158 -2.945
O -2.891 6.441 -3.075
C -2.498 5.335 -2.856
S -3.097 4.332 -1.520
C -2.034 2.955 -1.773
C -1.295 2.965 -3.048
S -0.543 1.685 -3.670
S -1.305 4.502 -3.882
S -1.860 1.929 -0.541
C -4.192 3.615 2.665
N -2.867 3.160 2.302
C -1.814 3.955 2.093
S -0.343 3.326 1.518
N -1.967 5.267 2.338
C -0.959 6.266 2.030
H -4.847 2.749 2.695
H -4.595 4.315 1.927
H -4.201 4.088 3.651
H -2.744 2.177 2.075
H -2.888 5.598 2.567
H 0.007 5.949 2.415
H -1.248 7.199 2.508
H -0.866 6.420 0.953
*
```

Summary:
E_tot (Eh): -4848.20943
E_HOMO (eV): -7.3
Relative energy (zero: lowest compared OMol25 entry of this formula, charge and spin) (kcal/mol): 17.8